#w
The following is a DFT calculation (ωB97M-V/def2-TZVPD) of a single C20H27N5O4 molecule.

Atoms and positions in Å:
C -4.46402 3.40150 -1.84993
C -4.57775 2.02946 -1.26450
C -3.50981 1.20339 -1.16693
C -3.63973 -0.12234 -0.58708
N -2.84438 -1.08693 -0.35949
C -1.43965 -1.16485 -0.70663
C -0.92196 -0.42502 -1.94314
C 0.52789 -0.82357 -2.21001
C 1.42242 -0.47034 -1.02766
C 0.88765 -1.13396 0.24424
C -0.57517 -0.78812 0.49993
C 2.86410 -0.88250 -1.31074
N 3.77117 -0.33889 -0.30868
C 4.33816 -1.18302 0.59915
O 4.08460 -2.37751 0.63096
C 5.33117 -0.62967 1.55531
C 6.34923 0.24165 1.37524
O 7.08601 0.33901 2.47887
N 6.54786 -0.50014 3.44893
C 5.52270 -1.08375 2.90056
C 4.71384 -2.07575 3.66069
C 3.68480 1.10961 -0.20127
C 2.23742 1.51720 0.03632
O 1.37179 0.96691 -0.93413
N -4.96866 -0.35013 -0.17022
C -5.97654 0.53089 -0.29793
C -7.31169 0.12987 0.27144
O -7.30343 0.43082 1.66186
N -5.85144 1.69797 -0.83966
H -3.44712 3.62257 -2.16804
H -5.13672 3.49259 -2.70391
H -4.78066 4.14073 -1.11298
H -2.54990 1.54716 -1.50737
H -1.26011 -2.23185 -0.89432
H -1.54620 -0.64889 -2.81161
H -0.93297 0.65183 -1.78867
H 0.60059 -1.90095 -2.38959
H 0.90636 -0.31438 -3.09955
H 0.99393 -2.21526 0.11650
H 1.50686 -0.87972 1.10667
H -0.68803 0.28362 0.69448
H -0.93971 -1.31835 1.38110
H 2.96395 -1.96472 -1.31619
H 3.15687 -0.48363 -2.28727
H 6.67458 0.83105 0.53340
H 4.76253 -3.04680 3.17117
H 5.08982 -2.15246 4.67829
H 3.66501 -1.77897 3.68370
H 4.29941 1.46863 0.61905
H 4.04486 1.55568 -1.13381
H 1.93425 1.21951 1.04712
H 2.13638 2.60000 -0.04127
H -5.11986 -1.24240 0.27786
H -8.07398 0.69100 -0.26554
H -7.48444 -0.94203 0.12884
H -8.13227 0.85426 1.89642

Calculated values
Highest occupied orbital energy = -8.047 eV
E_LUMO = 0.62 eV
Total charge = 0
Frontier orbital gap = 8.66 eV

Atom charges from the Löwdin analysis, given in e for atoms 1 to 8:
1. C -0.04
2. C -0.31
3. C 0.05
4. C -0.30
5. N 0.11
6. C -0.35
7. C -0.14
8. C -0.11

#x
The following is a DFT calculation (ωB97M-V/def2-TZVPD) of a single C20H27N5O4 molecule.

Atoms and positions in Å:
C -4.01624 2.53521 -0.83419
C -4.16213 1.28386 -0.02809
C -3.18454 0.34925 0.03060
C -3.36545 -0.87031 0.79994
N -2.64361 -1.90621 0.96703
C -1.26176 -1.95754 0.51711
C -1.15964 -2.24089 -0.98470
C 0.29058 -2.37774 -1.43736
C 1.12870 -1.17985 -1.01300
C 1.06600 -1.02780 0.50932
C -0.36627 -0.80365 0.97970
C 2.56515 -1.33316 -1.50316
N 3.31830 -0.10011 -1.31776
C 4.29220 -0.05348 -0.36532
O 4.53112 -0.99573 0.37441
C 5.11665 1.17734 -0.25649
C 5.68117 1.95531 -1.20727
O 6.47017 2.87429 -0.65689
N 6.44184 2.71517 0.72503
C 5.65684 1.70540 0.96128
C 5.40993 1.23947 2.35364
C 2.69137 1.04420 -1.96196
C 1.24793 1.16234 -1.49363
O 0.53783 -0.04467 -1.67710
N -4.62952 -0.90005 1.41363
C -5.54187 0.07722 1.30472
C -6.82877 -0.11189 2.07246
O -7.07001 -1.46298 2.42248
N -5.37616 1.16481 0.62537
H -3.05623 2.57511 -1.34545
H -4.81978 2.59490 -1.56936
H -4.11406 3.40459 -0.18236
H -2.28326 0.48242 -0.54613
H -0.84420 -2.84600 1.00933
H -1.71281 -3.15599 -1.20298
H -1.63663 -1.43734 -1.55021
H 0.73975 -3.27489 -0.99946
H 0.34213 -2.48268 -2.52389
H 1.47262 -1.94451 0.94613
H 1.71912 -0.22284 0.85247
H -0.71478 0.15908 0.60927
H -0.40139 -0.75325 2.07039
H 3.07292 -2.13151 -0.96817
H 2.54761 -1.56414 -2.57311
H 5.63030 1.95618 -2.28405
H 5.75252 0.21247 2.46606
H 5.93092 1.88627 3.05567
H 4.34264 1.25113 2.57651
H 3.22586 1.95796 -1.71953
H 2.71459 0.89726 -3.04642
H 1.22881 1.47195 -0.44138
H 0.72567 1.91918 -2.07990
H -4.85477 -1.72477 1.95428
H -6.74716 0.44064 3.00963
H -7.63878 0.33001 1.49199
H -7.46142 -1.91899 1.67087

Calculated values
Highest occupied orbital energy = -8.073 eV
E_LUMO = 0.55 eV
Total charge = 0
Frontier orbital gap = 8.63 eV

Atom charges from the Löwdin analysis, given in e for atoms 1 to 8:
1. C -0.04
2. C -0.31
3. C 0.04
4. C -0.31
5. N 0.11
6. C -0.35
7. C -0.13
8. C -0.11

Stability verdict: #x, ahead by 28.0 kJ/mol

#w
The following is a DFT calculation (ωB97M-V/def2-TZVPD) of a 2-piece molecular cluster, C3H2ClNO6S overall.

Atoms and positions in Å:
C -1.90133 -0.31560 0.43054
C -1.96581 -2.66050 1.52777
C -1.27978 -1.45984 1.15393
N -1.00502 0.39167 -0.35606
O -2.34615 -3.76913 1.31592
O 0.84901 -0.48811 2.66087
O -3.02039 0.06757 0.73784
O -1.99231 -1.79093 2.45183
O 1.17673 -1.25136 0.33716
O 0.75936 -2.85442 1.98918
S 0.50010 -1.44655 1.58976
Cl -2.26463 -1.78453 -2.02168
H -0.37106 -0.13455 -0.90074
H -1.44876 1.07058 -0.96854

Calculated values
Highest occupied orbital energy = -1.447 eV
E_LUMO = 6.11 eV
Total charge = -2
Frontier orbital gap = 7.55 eV

Atom charges from the Löwdin analysis, given in e for atoms 1 to 8:
1. C -0.60
2. C -0.55
3. C -0.22
4. N 0.10
5. O 0.13
6. O -0.37
7. O 0.03
8. O 0.16

#x
The following is a DFT calculation (ωB97M-V/def2-TZVPD) of C3H2ClNO6S as an isolated structure.

Atoms and positions in Å:
C 0.58589 1.58470 0.24971
C -0.02341 -1.93379 0.79687
C -0.66033 0.87643 0.24958
N 1.64530 0.96333 -0.44685
O 0.75433 -2.92731 0.94096
O 0.00355 -1.37819 -0.58446
O 0.88703 2.59038 0.90850
O -0.70068 -1.29392 1.58323
O -0.67302 -0.02663 -2.28052
O -2.45098 -0.83428 -0.84350
S -1.08651 -0.31463 -0.91731
Cl -2.13298 1.57254 0.81515
H 1.38411 -0.06435 -0.51842
H 2.46770 1.18571 0.04705

Calculated values
Highest occupied orbital energy = 0.033 eV
E_LUMO = 6.00 eV
Total charge = -2
Frontier orbital gap = 5.97 eV

Atom charges from the Löwdin analysis, given in e for atoms 1 to 8:
1. C -0.66
2. C -0.73
3. C -0.78
4. N 0.10
5. O -0.08
6. O -0.24
7. O -0.09
8. O -0.02

Stability verdict: #w, ahead by 62.8 kJ/mol

#w
The following is a DFT calculation (ωB97M-V/def2-TZVPD) of a single CH4IP molecule.

Atoms and positions in Å:
C 0.85056 0.53907 -0.60053
P 0.10512 -0.47616 0.52597
I -2.53332 0.40609 0.16486
H 1.01034 1.59375 -0.34240
H 0.81582 -0.03116 -1.58170
H 0.08076 -1.71889 -0.03476
H -0.32928 -0.31269 1.86855

Calculated values
Highest occupied orbital energy = -7.990 eV
E_LUMO = -0.68 eV
Total charge = 0
Frontier orbital gap = 7.31 eV

In elementary charge units, the Löwdin charges are:
1. C -0.41
2. P 0.57
3. I -0.07
4. H 0.00
5. H 0.03
6. H -0.05
7. H -0.07

#x
The following is a DFT calculation (ωB97M-V/def2-TZVPD) of a 2-piece molecular cluster, CH4IP overall.

Atoms and positions in Å:
C -0.69721 0.30534 -0.44040
P 0.55321 -0.96608 0.08437
I 2.46738 0.51342 0.36196
H -1.62058 -0.09180 -0.41930
H -0.56785 0.50761 -1.48800
H -0.64557 1.23411 -0.04046
H 0.51062 -1.50261 1.94184

Calculated values
Highest occupied orbital energy = -8.798 eV
E_LUMO = 0.01 eV
Total charge = 0
Frontier orbital gap = 8.80 eV

In elementary charge units, the Löwdin charges are:
1. C -0.48
2. P 0.28
3. I 0.22
4. H -0.02
5. H 0.03
6. H -0.02
7. H -0.01

Stability verdict: #x, ahead by 96.2 kJ/mol

#w
The following is a DFT calculation (ωB97M-V/def2-TZVPD) of C2H3NO3S as an isolated structure.

Atoms and positions in Å:
C 0.20910 1.13906 -0.67031
C 0.64351 -1.14522 -0.33580
N 0.86713 0.05300 -0.60142
O -0.75628 0.23012 1.62973
O -0.75926 -1.62294 -0.34293
O -0.95005 1.52917 -0.16881
S -0.26004 -1.15627 1.36018
H 0.80049 1.92059 -1.21536
H 1.23746 -2.01253 -0.32272
H -1.03206 1.06502 0.66745

Calculated values
Highest occupied orbital energy = -9.150 eV
E_LUMO = -0.20 eV
Total charge = 0
Frontier orbital gap = 8.95 eV

Atom charges from the Löwdin analysis, given in e for atoms 1 to 8:
1. C -0.20
2. C -0.47
3. N 0.05
4. O -0.47
5. O -0.26
6. O 0.08
7. S 1.11
8. H 0.15

#x
The following is a DFT calculation (ωB97M-V/def2-TZVPD) of a single C2H3NO3S molecule.

Atoms and positions in Å:
C -0.00558 0.60555 -0.16760
C -0.99177 -0.61519 -0.14365
H 1.91335 -1.61100 -0.13913
H 1.95781 1.18736 0.03840
H -2.30903 1.12806 0.75267
N 1.37562 0.31449 -0.24623
O 1.91626 -0.75556 0.44723
O -0.51424 1.67004 -0.22258
O -0.64451 -1.69019 -0.43938
S -2.69791 -0.23357 0.12027

Calculated values
Highest occupied orbital energy = -9.737 eV
E_LUMO = -0.04 eV
Total charge = 0
Frontier orbital gap = 9.70 eV

Atom charges from the Löwdin analysis, given in e for atoms 1 to 8:
1. C -0.45
2. C -0.76
3. H 0.16
4. H 0.19
5. H 0.02
6. N -0.01
7. O -0.07
8. O 0.06

#y
The following is a DFT calculation (ωB97M-V/def2-TZVPD) of a single C2H3NO3S molecule.

Atoms and positions in Å:
C 0.99842 0.79398 -0.30959
C 0.80108 -0.53151 0.25931
N 0.07697 1.60697 -0.36046
O -1.75612 -0.91991 -1.15372
O -1.87772 -0.91868 1.31349
O -1.17635 1.21238 0.09869
S -1.23987 -0.48138 0.11147
H 1.92271 1.13232 -0.84388
H 1.45898 -1.11496 -0.39995
H 0.79189 -0.77921 1.28464

Calculated values
Highest occupied orbital energy = -10.612 eV
E_LUMO = 0.15 eV
Total charge = 0
Frontier orbital gap = 10.76 eV

Atom charges from the Löwdin analysis, given in e for atoms 1 to 8:
1. C -0.25
2. C -0.07
3. N 0.02
4. O -0.28
5. O -0.28
6. O -0.21
7. S 0.74
8. H 0.15

Stability verdict: #x, ahead by 100.3 kJ/mol